C6H9N | ωB97M-V/def2-TZVPD

```
! wB97M-V def2-TZVPD RIJCOSX def2/J DEFGRID3
* xyz 0 1
C -0.418 0.253 1.820
C 0.874 -1.584 0.832
C 0.609 -0.084 0.724
C 0.076 0.170 -0.673
C -0.208 1.514 -1.262
C -0.045 -1.025 -1.251
N 0.425 -2.020 -0.336
H 0.021 0.098 2.809
H -0.767 1.288 1.744
H -1.286 -0.409 1.732
H 1.535 0.477 0.913
H -0.630 1.433 -2.269
H 0.715 2.104 -1.332
H -0.907 2.090 -0.644
H -0.410 -1.302 -2.234
H 0.416 -3.003 -0.574
*
```

Values from the calculation:
* E_HOMO: -0.303 Eh
* frontier orbital gap: 9.194 eV

Atom charges from the Löwdin analysis, given in e for atoms 1 to 2: number 1, C, carries -0.0745; number 2, C, carries -0.0220

=====

C11H16FN | ωB97M-V/def2-TZVPD

```
! wB97M-V def2-TZVPD RIJCOSX def2/J DEFGRID3
* xyz 0 1
C 0.456 -3.598 -2.127
C 0.366 2.298 0.153
C 0.545 -1.288 -0.069
C -0.366 -1.390 -1.082
C 0.700 0.355 1.985
C 0.458 -0.257 0.896
C -0.295 -2.555 -2.045
C -0.193 1.223 1.155
C -1.408 -2.693 -3.069
C -1.615 1.212 1.728
C 3.366 2.220 3.620
N 3.048 2.203 2.378
F 3.658 1.238 1.632
H 0.412 -4.231 -2.999
H 1.388 -3.794 -1.536
H -0.513 2.774 0.119
H 0.535 1.961 -0.778
H 1.234 -2.023 0.050
H -1.086 -0.589 -1.126
H 1.434 0.584 2.821
H -1.503 -2.124 -3.973
H -2.337 -2.529 -2.638
H -1.490 -3.796 -3.468
H -1.750 0.667 2.702
H -1.732 2.349 1.693
H -2.202 0.739 0.890
H 3.206 3.146 4.192
H 4.300 1.760 4.060
H 1.205 2.874 0.584
*
```

Values from the calculation:
* SMILES: C=C(C)/C=C/C1=CC1(C)C.C=NF
* E_HOMO: -0.293 Eh
* frontier orbital gap: 8.238 eV

Atom charges from the Löwdin analysis, given in e for atoms 1 to 2: number 1, C, carries 0.0021; number 2, C, carries -0.0058

=====

C5H8ClNO2 | ωB97M-V/def2-TZVPD

```
! wB97M-V def2-TZVPD RIJCOSX def2/J DEFGRID3
* xyz 0 1
C 1.292 0.487 1.324
C 0.086 1.326 0.906
C 0.128 -0.086 0.546
C -0.733 -0.705 -1.788
C 0.611 -0.501 -0.980
N 1.430 -1.782 -1.055
O 2.634 -1.697 -0.936
O 0.802 -2.798 -1.116
Cl 1.464 0.855 -1.826
H 2.271 0.593 0.709
H 1.644 0.124 2.336
H -0.802 1.674 1.628
H 0.303 1.973 0.069
H -0.549 -0.866 0.950
H -1.051 0.221 -2.094
H -1.422 -1.178 -1.167
H -0.615 -1.328 -2.586
*
```

Values from the calculation:
* SMILES: C[C@@](Cl)(C1CC1)[N+](=O)[O-]
* E_HOMO: -0.394 Eh
* frontier orbital gap: 10.847 eV

Atom charges from the Löwdin analysis, given in e for atoms 1 to 2: number 1, C, carries -0.1404; number 2, C, carries -0.1508

=====

C6H30O12 | ωB97M-V/def2-TZVPD

```
! wB97M-V def2-TZVPD RIJCOSX def2/J DEFGRID3
* xyz 0 1
C -3.741 -13.745 -8.115
C -2.474 -13.078 -7.604
O -2.707 -12.066 -6.616
O -4.631 -12.842 -8.775
H -4.269 -14.113 -7.328
H -3.466 -14.508 -8.799
H -1.881 -12.656 -8.439
H -1.917 -13.937 -7.199
H -3.137 -12.387 -5.804
H -5.440 -12.848 -8.234
C -5.775 -11.913 -2.372
C -5.006 -12.876 -3.222
O -4.728 -12.341 -4.528
O -5.146 -10.637 -2.091
H -6.175 -12.335 -1.429
H -6.607 -11.704 -2.970
H -5.550 -13.799 -3.336
H -4.050 -13.011 -2.758
H -5.434 -12.665 -5.120
H -4.433 -10.698 -1.397
C -9.773 -11.014 -5.957
C -9.526 -9.937 -4.953
O -8.488 -10.241 -4.056
O -10.051 -12.236 -5.228
H -8.945 -11.189 -6.681
H -10.596 -10.814 -6.633
H -10.428 -9.869 -4.349
H -9.328 -8.970 -5.396
H -7.674 -9.678 -4.173
H -9.366 -12.372 -4.570
O -6.619 -9.796 -6.238
H -6.121 -9.732 -7.080
H -6.112 -9.446 -5.511
O -5.895 -8.673 -3.785
H -5.449 -7.809 -3.680
H -5.341 -9.302 -3.312
O -4.664 -10.121 -8.068
H -4.041 -9.933 -7.346
H -4.600 -11.053 -8.246
O -9.056 -14.558 -6.324
H -9.449 -15.130 -7.013
H -9.729 -13.865 -6.248
O -8.328 -13.844 -3.427
H -8.450 -14.361 -4.249
H -9.212 -14.012 -3.033
O -6.570 -12.625 -6.738
H -7.463 -12.944 -6.868
H -6.773 -11.711 -6.419
*
```

Values from the calculation:
* SMILES: OCCO.OCCO.OCCO.O.O.O.O.O.O
* E_HOMO: -0.357 Eh
* frontier orbital gap: 10.073 eV

Atom charges from the Löwdin analysis, given in e for atoms 1 to 2: number 1, C, carries -0.2213; number 2, C, carries -0.2171

=====

C37H46GeIrN2O3STe | ωB97M-V/def2-TZVPD

```
! wB97M-V def2-TZVPD RIJCOSX def2/J DEFGRID3
* xyz 2 2
Ir -1.849 1.121 -1.276
C 0.345 2.084 2.235
C -0.516 0.904 2.671
S -0.883 -0.189 1.303
O -2.106 0.550 0.613
C -1.703 -1.539 2.149
C -0.678 -2.482 2.769
H 0.403 2.801 3.053
H -0.080 2.582 1.363
H 1.358 1.771 1.991
H -1.484 1.211 3.073
H -0.016 0.282 3.416
H -2.279 -2.033 1.365
H -2.394 -1.114 2.878
H 0.015 -2.868 2.021
H -1.203 -3.330 3.207
H -0.104 -2.007 3.565
O 0.215 1.376 -0.856
C 0.459 0.253 -1.448
O -0.575 -0.386 -1.860
C 1.846 -0.268 -1.557
C 2.377 -0.617 -0.158
Ge 4.276 -1.174 -0.166
C 4.397 -2.976 -0.876
C 5.535 -3.396 -1.564
C 5.634 -4.701 -2.027
C 4.600 -5.598 -1.805
C 3.465 -5.195 -1.117
C 3.366 -3.889 -0.654
C 4.820 -1.038 1.695
C 3.896 -1.350 2.695
C 4.253 -1.307 4.036
C 5.546 -0.950 4.393
C 6.476 -0.645 3.411
C 6.117 -0.692 2.069
C 5.180 0.104 -1.310
C 5.296 -0.133 -2.681
C 5.871 0.813 -3.519
C 6.336 2.011 -2.996
C 6.219 2.264 -1.636
C 5.642 1.318 -0.799
H 2.464 0.505 -2.018
H 1.840 -1.145 -2.206
H 1.762 -1.410 0.276
H 2.314 0.255 0.498
H 6.353 -2.705 -1.738
H 6.522 -5.018 -2.558
H 4.679 -6.615 -2.165
H 2.661 -5.897 -0.936
H 2.476 -3.588 -0.110
H 2.886 -1.646 2.424
H 3.532 -1.564 4.802
H 5.830 -0.919 5.437
H 7.487 -0.377 3.688
H 6.859 -0.462 1.313
H 4.947 -1.071 -3.101
H 5.965 0.610 -4.579
H 6.796 2.744 -3.646
H 6.586 3.196 -1.225
H 5.561 1.530 0.262
C -9.562 -0.911 0.349
C -8.190 -0.696 -0.204
C -7.701 -1.490 -1.238
C -6.446 -1.298 -1.782
C -6.003 -2.223 -2.889
C -5.636 -0.243 -1.259
Te -3.851 -0.053 -2.234
C -6.114 0.570 -0.195
C -5.316 1.692 0.397
C -7.376 0.322 0.299
H -9.990 -1.852 0.013
H -10.223 -0.103 0.025
H -9.550 -0.895 1.440
H -8.323 -2.286 -1.627
H -6.797 -2.929 -3.115
H -5.120 -2.798 -2.604
H -5.775 -1.684 -3.810
H -4.385 1.334 0.833
H -5.896 2.196 1.168
H -5.064 2.425 -0.369
H -7.751 0.941 1.105
C -3.156 6.167 -1.743
N -2.761 5.325 -0.603
C -2.426 5.987 0.665
C -2.691 4.041 -0.725
N -2.694 2.887 -0.852
H -4.051 6.729 -1.480
H -3.364 5.544 -2.608
H -2.348 6.857 -1.981
H -3.276 6.580 0.997
H -1.564 6.636 0.520
H -2.194 5.242 1.421
*
```

Values from the calculation:
* expectation value of S²: 0.79
* E_HOMO (spin up / spin down): -0.464 / -0.464 Eh
* frontier orbital gap (spin up / spin down): 5.316 / 4.780 eV

Atom charges from the Löwdin analysis, given in e for atoms 1 to 2: number 1, Ir, carries 1.0628; number 2, C, carries -0.1021

=====

HN2O4 | ωB97M-V/def2-TZVPD

```
! wB97M-V def2-TZVPD RIJCOSX def2/J DEFGRID3
* xyz 1 1
N -0.950 -1.852 -0.342
N -0.152 -0.116 -0.041
O -1.129 0.495 0.100
O 1.168 1.808 -0.145
O -0.934 -2.939 -0.283
O 0.930 0.267 0.137
H 1.067 2.337 0.574
*
```

Values from the calculation:
* E_HOMO (spin up / spin down): -0.605 / -0.605 Eh
* frontier orbital gap (spin up / spin down): 8.355 / 8.353 eV

Atom charges from the Löwdin analysis, given in e for atoms 1 to 2: number 1, N, carries 0.3222; number 2, N, carries -0.2856

=====

C31H28IN6O2ReS3Te | ωB97M-V/def2-TZVPD

```
! wB97M-V def2-TZVPD RIJCOSX def2/J DEFGRID3
* xyz 1 4
Re 12.764 12.021 10.218
C 13.962 10.267 6.256
C 14.766 9.773 7.413
N 15.605 8.760 7.210
C 16.391 8.322 8.212
C 16.423 8.873 9.445
C 17.333 8.317 10.561
O 16.655 7.673 11.669
C 15.495 9.922 9.711
C 15.405 10.464 11.103
N 14.369 11.136 11.477
C 14.460 11.696 12.770
C 14.542 10.963 13.905
C 14.747 11.620 15.148
C 14.703 12.971 15.252
C 14.484 13.743 14.136
C 14.431 13.104 12.873
I 14.047 14.293 11.165
C 14.751 10.450 8.685
O 14.096 11.669 8.757
H 14.054 9.467 5.549
H 12.840 10.355 6.431
H 14.326 11.178 5.800
H 16.902 7.423 7.921
H 17.973 7.587 10.059
H 17.838 9.127 11.047
H 16.504 6.804 11.303
H 16.171 10.202 11.825
H 14.636 9.871 13.790
H 14.852 10.940 16.030
H 14.780 13.534 16.180
H 14.297 14.832 14.080
S 9.247 11.646 9.691
C 10.180 12.828 8.981
N 11.478 13.159 9.055
C 11.810 14.308 8.409
C 13.124 14.815 8.165
C 13.225 16.027 7.473
C 12.129 16.739 6.984
C 10.860 16.193 7.233
C 10.713 14.988 7.842
S 9.270 14.040 8.159
H 14.013 14.269 8.337
H 14.289 16.426 7.381
H 12.255 17.643 6.478
H 10.001 16.682 6.805
C 7.933 15.338 13.499
C 9.346 15.435 12.991
C 10.018 14.109 12.712
N 10.793 13.862 11.744
N 11.411 12.621 11.853
C 11.029 11.964 12.891
N 11.436 10.707 13.184
S 9.948 12.805 13.879
H 7.521 16.294 13.837
H 7.901 14.731 14.444
H 7.126 14.886 12.826
H 9.941 15.785 13.856
H 9.586 16.063 12.144
H 11.640 10.134 12.352
H 10.736 10.158 13.704
Te 11.507 9.673 9.467
C 10.616 8.623 11.063
C 11.419 7.755 11.787
C 10.904 7.069 12.883
C 9.569 7.249 13.274
C 8.733 8.034 12.485
C 9.243 8.777 11.425
H 12.416 7.605 11.435
H 11.611 6.433 13.397
H 9.228 6.820 14.206
H 7.717 8.298 12.843
H 8.588 9.356 10.830
*
```

Values from the calculation:
* expectation value of S²: 3.77
* E_HOMO (spin up / spin down): -0.354 / -0.378 Eh
* frontier orbital gap (spin up / spin down): 6.689 / 6.255 eV

Atom charges from the Löwdin analysis, given in e for atoms 1 to 2: number 1, Re, carries 0.9707; number 2, C, carries -0.0227

=====

C3H7N2OS | ωB97M-V/def2-TZVPD

```
! wB97M-V def2-TZVPD RIJCOSX def2/J DEFGRID3
* xyz 1 1
C -1.945 -1.352 -0.309
C -0.941 -0.794 0.377
C -0.156 0.274 -0.290
N 0.736 2.397 0.223
N 0.588 1.156 0.531
O 2.267 -1.471 0.529
S 1.787 -0.235 -0.362
H -2.631 -2.074 0.118
H -2.361 -0.880 -1.202
H -0.516 -1.208 1.364
H -0.593 0.782 -1.276
H 2.117 -2.370 0.164
H 0.411 2.701 -0.655
H 1.238 3.074 0.787
*
```

Values from the calculation:
* E_HOMO: -0.512 Eh
* frontier orbital gap: 9.273 eV

Atom charges from the Löwdin analysis, given in e for atoms 1 to 2: number 1, C, carries 0.0606; number 2, C, carries -0.1755

=====

C4H8FN | ωB97M-V/def2-TZVPD

```
! wB97M-V def2-TZVPD RIJCOSX def2/J DEFGRID3
* xyz 0 1
C -0.819 -0.202 -0.700
C 0.332 0.362 -0.003
C 0.323 0.157 1.431
C -0.645 0.290 2.342
H -1.153 -0.547 -2.657
H 0.444 -0.326 -2.232
H -0.954 -1.268 -0.579
H -1.707 0.294 -0.325
H 0.542 1.399 -0.259
H 1.247 -0.360 1.780
H -0.616 -0.169 3.375
H -1.595 0.809 2.184
N -0.552 0.064 -2.131
F 1.389 -0.436 -0.532
*
```

Values from the calculation:
* SMILES: C=C[C@@H](F)CN
* E_HOMO: -0.353 Eh
* frontier orbital gap: 10.740 eV

Atom charges from the Löwdin analysis, given in e for atoms 1 to 2: number 1, C, carries -0.2471; number 2, C, carries -0.3654

=====

C4H13N8 | ωB97M-V/def2-TZVPD

```
! wB97M-V def2-TZVPD RIJCOSX def2/J DEFGRID3
* xyz 1 1
C 0.615 -1.351 -0.911
C -0.662 0.640 -1.759
C -0.661 -0.634 1.066
C -0.690 1.899 -2.466
N 2.470 -1.935 -1.969
N 1.620 -2.182 -1.049
N 0.338 -0.210 -1.732
N -0.301 0.671 0.764
N -0.410 -1.605 0.017
N -0.798 1.586 1.546
N 0.260 -0.347 3.336
N 0.409 -1.024 2.173
H -1.545 0.170 -1.349
H -1.688 -0.769 1.476
H -1.653 2.115 -2.907
H 0.064 2.108 -3.211
H -0.726 2.824 -1.690
H 3.124 -2.741 -1.934
H 1.275 -0.068 -2.092
H -0.306 -2.546 0.336
H -1.514 1.460 2.249
H -0.386 2.514 1.459
H -0.769 -0.298 3.670
H 0.630 0.563 3.325
H 1.305 -0.841 1.651
*
```

Values from the calculation:
* E_HOMO (spin up / spin down): -0.394 / -0.438 Eh
* frontier orbital gap (spin up / spin down): 5.569 / 7.405 eV

Atom charges from the Löwdin analysis, given in e for atoms 1 to 2: number 1, C, carries -0.3242; number 2, C, carries -0.0924

=====

C34H40N2O5S | ωB97M-V/def2-TZVPD

```
! wB97M-V def2-TZVPD RIJCOSX def2/J DEFGRID3
* xyz 0 1
C 3.905 -3.262 -2.726
N 3.249 -2.949 -1.479
C 4.003 -2.723 -0.356
O 5.198 -2.966 -0.242
C 3.102 -2.070 0.669
C 3.565 -0.635 0.952
C 3.698 0.192 -0.309
C 4.883 0.130 -1.048
C 5.005 0.817 -2.255
C 3.931 1.571 -2.738
C 2.769 1.684 -1.980
C 2.666 1.030 -0.748
N 1.777 -2.157 0.054
C 0.754 -1.406 0.542
C -0.330 -0.955 -0.203
C -1.514 -0.426 0.326
C -2.767 -0.763 -0.299
C -3.920 -1.130 0.446
C -5.071 -1.567 -0.205
C -5.131 -1.591 -1.611
C -3.987 -1.274 -2.357
C -2.826 -0.861 -1.715
C 1.813 -2.853 -1.261
C 1.110 -4.264 -1.362
C 1.745 -5.258 -0.383
C 1.280 -4.815 -2.777
C -0.380 -4.110 -1.070
H 4.744 -2.575 -2.894
H 4.306 -4.285 -2.713
H 3.205 -3.154 -3.554
H 3.120 -2.689 1.580
H 2.876 -0.171 1.662
H 4.544 -0.707 1.450
H 5.710 -0.481 -0.677
H 5.941 0.751 -2.808
H 4.018 2.081 -3.701
H 1.930 2.292 -2.332
H 1.776 1.153 -0.127
H 0.849 -1.121 1.598
H -0.252 -1.076 -1.296
H -1.509 0.131 1.279
H -3.860 -1.104 1.534
H -5.939 -1.880 0.376
H -6.053 -1.889 -2.121
H -4.002 -1.330 -3.447
H -1.951 -0.581 -2.297
H 1.372 -2.192 -2.030
H 1.616 -4.955 0.661
H 1.258 -6.239 -0.508
H 2.815 -5.393 -0.585
H 1.037 -4.067 -3.540
H 2.297 -5.179 -2.951
H 0.613 -5.678 -2.920
H -0.832 -3.360 -1.735
H -0.902 -5.068 -1.239
H -0.550 -3.806 -0.029
C 2.237 1.838 3.464
C 1.492 3.135 3.644
O 0.157 2.836 3.176
C -0.701 3.816 3.568
C -1.985 3.670 2.917
S -3.136 4.872 3.259
C -4.188 4.958 1.792
C -3.858 5.827 0.753
C -4.593 5.809 -0.433
C -5.701 4.957 -0.560
C -6.108 4.196 0.542
C -5.370 4.220 1.727
O -4.004 4.423 4.323
O -2.581 6.201 3.226
O -0.375 4.692 4.363
H 3.305 1.971 3.658
H 1.826 1.091 4.158
H 2.091 1.470 2.441
H 1.473 3.458 4.693
H 1.906 3.928 3.001
H -2.329 2.704 2.621
H -3.024 6.516 0.859
H -4.294 6.455 -1.262
H -6.247 4.905 -1.508
H -7.003 3.569 0.476
H -5.694 3.663 2.602
*
```

Values from the calculation:
* E_HOMO: -0.211 Eh
* frontier orbital gap: 2.543 eV

Atom charges from the Löwdin analysis, given in e for atoms 1 to 2: number 1, C, carries -0.0178; number 2, N, carries -0.0249

=====

C2H3FO2S | ωB97M-V/def2-TZVPD

```
! wB97M-V def2-TZVPD RIJCOSX def2/J DEFGRID3
* xyz 0 1
C -1.490 -0.528 -0.158
C -0.674 -0.983 0.774
O 2.927 0.739 -1.199
O 1.028 2.142 -0.606
F 0.330 -0.232 1.320
S 2.156 1.395 -0.158
H -2.427 -1.050 -0.547
H -1.178 0.555 -0.544
H -0.671 -2.039 1.118
*
```

Values from the calculation:
* E_HOMO: -0.382 Eh
* frontier orbital gap: 9.465 eV

Atom charges from the Löwdin analysis, given in e for atoms 1 to 2: number 1, C, carries 0.0064; number 2, C, carries -0.2451

=====

Values of calculated total energy, in order: -7855.8920, -15865.0541, -23417.5405, -31278.4874, -125705.9546, -11167.8363, -95660.5002, -19076.2824, -8483.9019, -16266.9009, -59955.7737, -19768.6065, all in eV.